DFT (ωB97M-V with the def2-TZVPD basis set) results for C23H20IrN6O3S as an isolated structure in a non-equilibrium geometry.

orbital gap (spin up / spin down) = 0.229 / 0.229 Ha
energy relative to the best compared isomer or geometry (same formula, charge and spin) = 123.2 kJ/mol

The geometry in ORCA input format:
```
! RIJCOSX wB97M-V def2-TZVPD def2/J DEFGRID3
* xyz 1 1
Ir -0.0151 -0.5394 -1.3955
C -2.4303 -2.3711 -2.4091
O -1.5268 -1.9959 -1.3489
C -1.6801 -2.5673 -0.0889
C -2.7483 -3.3728 0.2528
C -2.7879 -3.9138 1.5307
C -1.7737 -3.6466 2.4409
C -0.7106 -2.8322 2.0828
C -0.6651 -2.2882 0.8120
N 0.3687 -1.4000 0.3418
N 1.1903 -0.9960 1.2503
C 2.1260 -0.0769 1.0340
C 2.3524 0.5913 -0.2142
O 1.7415 0.2904 -1.3097
C 3.3589 1.5953 -0.2998
C 4.0962 1.9094 0.7884
C 3.9178 1.2725 2.0631
C 4.7037 1.6475 3.1654
C 4.5313 1.0337 4.3805
C 3.5686 0.0251 4.5115
C 2.7878 -0.3518 3.4420
C 2.9453 0.2723 2.1991
H -3.4252 -1.9763 -2.2071
H -2.4482 -3.4554 -2.4888
H -2.0198 -1.9364 -3.3130
H -3.5398 -3.5792 -0.4525
H -3.6189 -4.5472 1.8093
H -1.8093 -4.0706 3.4349
H 0.0835 -2.6088 2.7797
H 3.5079 2.0725 -1.2582
H 4.8616 2.6733 0.7071
H 5.4460 2.4267 3.0405
H 5.1356 1.3223 5.2296
H 3.4354 -0.4666 5.4665
H 2.0480 -1.1308 3.5561
C -3.1157 3.1039 0.5039
N -2.5085 2.6796 -0.7615
C -2.7223 3.3452 -1.9222
C -2.1763 2.9533 -3.0873
C -1.3523 1.7889 -3.0757
N -1.1453 1.1260 -1.9219
C -1.7106 1.5510 -0.7318
O -1.5125 0.9643 0.3198
N -0.7880 1.3465 -4.1865
H -3.6954 4.0032 0.3182
H -2.3380 3.3041 1.2362
H -3.7589 2.3164 0.8880
H -3.3561 4.2186 -1.8520
H -2.3565 3.5005 -3.9986
H -0.9171 1.8365 -5.0541
H -0.2111 0.5022 -4.1620
S 1.5698 -2.8759 -4.7728
C 0.8290 -1.7713 -3.9338
N 0.2585 -0.9022 -3.3393
*
```



DFT (ωB97M-V with the def2-TZVPD basis set) results for C23H20LiN4O7 as an isolated structure in a non-equilibrium geometry.

orbital gap = 0.170 Ha

The geometry in ORCA input format:
```
! RIJCOSX wB97M-V def2-TZVPD def2/J DEFGRID3
* xyz -1 1
Li -3.3209 -2.9328 -17.5673
C -4.4222 -2.8036 -16.0641
O -4.8627 -2.9130 -17.1677
O -5.0172 -2.3252 -15.0870
O -3.2706 -3.1441 -15.9326
C 2.0917 -0.6971 -15.6078
C 2.0417 -0.2721 -16.9640
C 1.0782 -0.9087 -17.7951
C 0.1891 -1.8964 -17.3319
C 0.2090 -2.1611 -15.9445
C 1.1117 -1.5182 -15.0786
N -0.6834 -2.6871 -18.2549
O -1.6468 -3.2923 -17.8724
O -0.2868 -2.8098 -19.4306
H 2.7706 -0.3062 -14.8643
H 2.7213 0.4562 -17.3813
H 1.1580 -0.7108 -18.8538
H -0.4502 -2.9111 -15.5328
H 1.1124 -1.8614 -14.0545
C -2.7046 -5.1784 -16.4916
C -3.8464 -5.7798 -15.9000
C -4.0979 -7.1808 -16.0766
C -3.1400 -7.9819 -16.6900
C -1.9645 -7.4072 -17.1754
C -1.6935 -6.0358 -16.9138
N -3.2871 -9.4522 -16.7930
O -4.4374 -9.9438 -16.9071
O -2.3188 -10.1588 -16.8054
H -2.5524 -4.1100 -16.4500
H -4.5989 -5.1976 -15.3891
H -4.9548 -7.6017 -15.5716
H -1.1793 -8.0678 -17.5123
H -0.7654 -5.6274 -17.2857
N -2.8378 -3.9501 -18.7770
C -3.9416 -4.7298 -18.8701
C -4.3547 -5.4509 -19.9894
C -3.5595 -5.3846 -21.1437
C -2.3866 -4.5750 -21.0790
C -2.0461 -3.9044 -19.8983
H -4.7130 -4.6816 -18.1158
H -5.3740 -5.8011 -20.0596
H -3.8155 -5.9097 -22.0520
H -1.7948 -4.5701 -21.9825
H -1.1966 -3.2391 -19.8527
N -3.1111 -1.6935 -18.1688
C -2.2478 -1.4870 -19.2154
C -2.1568 -0.3645 -19.9017
C -2.9401 0.7374 -19.5334
C -3.8070 0.6024 -18.4388
C -3.8831 -0.6699 -17.7409
H -1.8588 -2.4253 -19.5824
H -1.4817 -0.3482 -20.7445
H -2.7938 1.7127 -19.9736
H -4.2817 1.5165 -18.1137
H -4.6663 -0.7716 -17.0042
*
```



DFT (ωB97M-V with the def2-TZVPD basis set) results for C23H20N2O6S2Ta as an isolated structure.

orbital gap = 0.271 Ha
energy relative to the best compared isomer or geometry (same formula, charge and spin) = 0.0 kJ/mol

The geometry in ORCA input format:
```
! RIJCOSX wB97M-V def2-TZVPD def2/J DEFGRID3
* xyz 1 1
Ta -0.1408 -0.0854 0.1285
O 2.6846 3.2244 -0.6163
C 3.8389 2.5090 -0.5951
C 4.9892 3.1618 -1.0268
C 6.2010 2.5049 -1.0245
C 6.2968 1.1821 -0.5919
C 5.1629 0.5297 -0.1681
C 3.9168 1.1741 -0.1641
C 2.7404 0.4203 0.2641
O 1.5420 1.0330 0.2009
N 2.8041 -0.7986 0.6821
N 1.5257 -1.2380 0.9975
C 1.4691 -2.2612 1.7846
C 0.2638 -2.7314 2.4066
C 0.2719 -3.9339 3.1300
C -0.8464 -4.3359 3.8233
C -1.9835 -3.5257 3.8291
C -2.0128 -2.3266 3.1435
C -0.8925 -1.9374 2.4219
O -0.8960 -0.7727 1.7459
H 1.9905 2.6556 -0.2458
H 4.9032 4.1893 -1.3528
H 7.0871 3.0275 -1.3601
H 7.2500 0.6732 -0.5914
H 5.2076 -0.4976 0.1654
H 2.4144 -2.7392 2.0280
H 1.1701 -4.5386 3.1339
H -0.8411 -5.2678 4.3704
H -2.8582 -3.8398 4.3830
H -2.8852 -1.6884 3.1471
O -3.3607 -0.2426 -2.1357
C -2.3390 -0.8388 -1.9214
O -1.7397 -0.7662 -0.7151
C -1.6303 -1.7099 -2.8808
C -2.3817 -2.4732 -3.7666
C -1.7525 -3.3245 -4.6584
C -0.3680 -3.3951 -4.6779
C 0.3909 -2.6149 -3.8181
C -0.2345 -1.7692 -2.9094
S 0.8341 -0.6983 -1.9747
H -3.4601 -2.3912 -3.7353
H -2.3392 -3.9280 -5.3369
H 0.1317 -4.0557 -5.3739
H 1.4715 -2.6509 -3.8546
C -3.1979 2.7786 -0.9210
S -1.5196 2.3985 -1.3475
C -0.7878 4.0173 -1.3488
O -0.9482 1.7943 -0.0174
H -3.2193 3.3436 0.0089
H -3.7196 1.8263 -0.8443
H -3.6125 3.3550 -1.7489
H -1.2313 4.5743 -2.1744
H 0.2813 3.8988 -1.5231
H -0.9792 4.5066 -0.3956
*
```



DFT (ωB97M-V with the def2-TZVPD basis set) results for a 2-piece molecular cluster, C23H20N4O2 overall in a non-equilibrium geometry.

orbital gap = 0.223 Ha
energy relative to the best compared isomer or geometry (same formula, charge and spin) = 235.3 kJ/mol

The geometry in ORCA input format:
```
! RIJCOSX wB97M-V def2-TZVPD def2/J DEFGRID3
* xyz 0 1
N 2.4372 -1.1138 0.8462
C 2.8528 -1.2271 2.1528
O 2.1966 -0.8460 3.1236
N 4.0979 -1.8232 2.3513
C 4.9548 -2.3607 1.3879
O 6.0206 -2.8763 1.7281
C 4.4248 -2.2179 0.0493
C 3.2146 -1.5779 -0.1241
H 4.3833 -1.9066 3.3224
H 4.9835 -2.6004 -0.7987
H 2.8203 -1.4213 -1.1372
C -2.2811 -3.3274 2.9534
N -1.9367 -2.3254 1.9681
C -0.6826 -1.8229 1.7670
C -0.7161 -0.8391 0.7555
C 0.3764 -0.0640 0.3435
C 0.3855 0.7145 -0.8188
C -0.3394 0.5413 -2.0241
N -0.2031 1.6551 -2.7962
C -0.8986 1.8850 -4.0480
C 0.6227 2.5834 -2.1494
C 1.0336 2.0183 -0.9179
C 1.5960 2.8407 0.0500
C 1.8003 4.1997 -0.2600
C 1.3954 4.7319 -1.4937
C 0.7610 3.9286 -2.4499
C -2.1423 -0.7173 0.3598
C -2.8439 -1.6949 1.1173
C -4.2191 -1.8405 1.1151
C -4.9520 -0.9619 0.3005
C -4.2956 0.0412 -0.4280
C -2.9003 0.2033 -0.3613
H -3.3546 -3.4951 2.8997
H -1.7535 -4.2640 2.7445
H -2.0127 -2.9901 3.9611
H 0.1554 -2.1349 2.3797
H 1.1628 0.0933 1.0822
H -0.9911 -0.2906 -2.2947
H -0.6239 2.8751 -4.4083
H -0.6063 1.1287 -4.7867
H -1.9882 1.8353 -3.9123
H 1.8381 2.4188 1.0217
H 2.2715 4.8507 0.4788
H 1.5755 5.7867 -1.7093
H 0.3875 4.3228 -3.3977
H -4.6835 -2.6152 1.7181
H -6.0283 -1.0611 0.2435
H -4.8798 0.7157 -1.0528
H -2.4152 1.0456 -0.8521
*
```



DFT (ωB97M-V with the def2-TZVPD basis set) results for one molecule with the formula C23H20N4O6S3 in a non-equilibrium geometry.

orbital gap = 0.276 Ha
SMILES string = COc1ccc(/C=C2/SC(=O)N(CCC(=O)Nc3ccc(S(=O)(=O)Nc4nccs4)cc3)C2=O)cc1
energy relative to the best compared isomer or geometry (same formula, charge and spin) = 2.7 kJ/mol

The geometry in ORCA input format:
```
! RIJCOSX wB97M-V def2-TZVPD def2/J DEFGRID3
* xyz 0 1
C -3.7045 -1.4199 3.6695
O -3.6457 -0.0863 3.2125
C -2.5164 0.3542 2.6233
C -2.5455 1.6695 2.1401
C -1.4716 2.1803 1.4590
C -0.2981 1.4261 1.2720
C 0.7419 1.9947 0.4634
C 2.0497 1.6748 0.3069
S 2.9874 2.4992 -0.9514
C 4.4630 1.5914 -0.5553
O 5.4987 1.6602 -1.1549
N 4.2072 0.7888 0.5215
C 5.2264 -0.1092 1.0308
C 5.3353 -1.3845 0.1783
C 3.9789 -2.0704 0.1563
O 3.6624 -2.9396 0.9269
N 3.1475 -1.5411 -0.8035
C 1.7685 -1.6702 -0.9226
C 1.0078 -2.4514 -0.0508
C -0.3671 -2.4822 -0.1859
C -0.9773 -1.7545 -1.1890
S -2.7450 -1.8239 -1.3513
O -3.1318 -1.4498 -2.6749
O -3.2396 -3.0374 -0.7796
N -3.2796 -0.6179 -0.2609
C -3.4882 0.6661 -0.6733
N -4.4491 1.4219 -0.2751
C -4.3561 2.6670 -0.8072
C -3.3038 2.8725 -1.6322
S -2.3555 1.4290 -1.7654
C -0.2350 -1.0066 -2.0831
C 1.1362 -0.9534 -1.9423
C 2.9187 0.7689 1.0537
O 2.6460 0.0948 2.0192
C -0.2613 0.1375 1.8131
C -1.3536 -0.3978 2.4597
H -2.9755 -1.6024 4.4645
H -4.7096 -1.5484 4.0677
H -3.5427 -2.1315 2.8538
H -3.4436 2.2471 2.2874
H -1.5233 3.1844 1.0637
H 0.4049 2.8183 -0.1579
H 4.9336 -0.3670 2.0516
H 6.1820 0.4190 1.0300
H 6.0595 -2.0504 0.6458
H 5.6746 -1.1284 -0.8263
H 3.5678 -0.9112 -1.4746
H 1.5006 -3.0171 0.7224
H -0.9794 -3.0821 0.4671
H -3.9966 -0.9524 0.3676
H -5.1095 3.3890 -0.5519
H -3.0325 3.7544 -2.1743
H -0.7356 -0.4876 -2.8836
H 1.7241 -0.3588 -2.6266
H 0.6267 -0.4607 1.7162
H -1.2881 -1.4049 2.8382
*
```



DFT (ωB97M-V with the def2-TZVPD basis set) results for one molecule with the formula C23H20O3.

orbital gap = 0.329 Ha
SMILES string = CCC(=O)c1ccc(OCc2ccc(C(=O)c3ccccc3)cc2)cc1
energy relative to the best compared isomer or geometry (same formula, charge and spin) = 63.0 kJ/mol

The geometry in ORCA input format:
```
! RIJCOSX wB97M-V def2-TZVPD def2/J DEFGRID3
* xyz 0 1
C 5.1785 -2.3786 2.7483
C 5.0444 -1.0518 2.0005
C 3.9287 -1.1254 0.9778
O 4.1637 -1.1042 -0.2119
C 2.5446 -1.2667 1.4843
C 2.1479 -0.9357 2.7818
C 0.8347 -1.0760 3.1676
C -0.1275 -1.5587 2.2753
O -1.3896 -1.6444 2.7655
C -2.4318 -2.0614 1.9087
C -2.6657 -1.1449 0.7322
C -3.2393 -1.6383 -0.4342
C -3.4344 -0.8074 -1.5191
C -3.0264 0.5234 -1.4694
C -3.2238 1.3816 -2.6679
O -4.1978 1.2607 -3.3830
C -2.1631 2.3819 -2.9462
C -2.5083 3.5529 -3.6187
C -1.5450 4.4985 -3.9126
C -0.2242 4.2742 -3.5572
C 0.1312 3.1009 -2.9108
C -0.8313 2.1577 -2.6012
C -2.4773 1.0236 -0.2919
C -2.3119 0.1969 0.8022
C 0.2606 -1.9010 0.9819
C 1.5769 -1.7447 0.6010
H 5.3936 -3.1822 2.0477
H 5.9930 -2.3219 3.4668
H 4.2610 -2.6227 3.2786
H 5.9722 -0.8347 1.4683
H 4.8520 -0.2405 2.7040
H 2.8574 -0.5422 3.4926
H 0.5167 -0.8120 4.1643
H -2.2540 -3.0879 1.5589
H -3.3198 -2.0709 2.5513
H -3.5311 -2.6775 -0.4897
H -3.8833 -1.1803 -2.4273
H -3.5411 3.7049 -3.8952
H -1.8207 5.4089 -4.4240
H 0.5306 5.0105 -3.7909
H 1.1628 2.9189 -2.6482
H -0.5455 1.2371 -2.1134
H -2.1964 2.0644 -0.2271
H -1.8915 0.5896 1.7162
H -0.4539 -2.2763 0.2667
H 1.8840 -1.9982 -0.4028
*
```



DFT (ωB97M-V with the def2-TZVPD basis set) results for C23H21AlClF6N6O5PS2 as an isolated structure in a non-equilibrium geometry.

orbital gap (spin up / spin down) = 0.190 / 0.077 Ha
energy relative to the best compared isomer or geometry (same formula, charge and spin) = 110.2 kJ/mol

The geometry in ORCA input format:
```
! RIJCOSX wB97M-V def2-TZVPD def2/J DEFGRID3
* xyz 1 2
Al 7.9974 -18.8892 1.3649
N 3.4309 -26.6153 2.3640
C 3.8032 -25.3561 1.9522
C 3.8126 -24.9954 0.5736
C 4.3264 -23.7867 0.1629
C 4.7079 -22.8393 1.1362
C 4.7348 -23.1603 2.5077
C 4.3629 -24.4312 2.8802
S 4.9473 -21.1488 0.6761
O 4.6174 -21.0510 -0.7297
O 4.2854 -20.3353 1.6841
N 6.5331 -20.7923 0.8818
C 7.5087 -21.1183 0.0159
N 8.5311 -20.1941 0.0595
C 9.6751 -20.4260 -0.5648
C 9.8588 -21.5848 -1.3281
C 8.7698 -22.4393 -1.3494
N 7.6366 -22.2056 -0.7480
H 2.9086 -27.2085 1.7243
H 3.1786 -26.6882 3.3436
H 3.4159 -25.6913 -0.1916
H 4.4432 -23.5816 -0.9191
H 5.0183 -22.4140 3.2664
H 4.4809 -24.7135 3.9218
H 10.4804 -19.6838 -0.4343
H 10.7734 -21.7792 -1.8461
H 8.8461 -23.4371 -1.7735
C 5.6584 -17.5778 4.8698
C 6.2208 -16.1681 4.8076
C 5.4805 -15.0570 5.1641
C 5.9489 -13.7561 4.9122
Cl 4.9019 -12.4116 5.0913
C 7.2342 -13.6043 4.3639
C 8.0599 -14.7098 4.1232
C 7.5323 -15.9835 4.3091
O 8.2420 -17.1215 4.0464
C 9.6201 -17.0342 3.6615
C 9.8776 -16.8996 2.1469
O 10.6134 -15.9666 1.7736
O 9.3139 -17.7360 1.3223
H 4.8762 -17.6900 5.6156
H 6.4602 -18.2986 5.0909
H 5.1250 -17.8295 3.9002
H 4.4843 -15.1611 5.5953
H 7.5951 -12.5972 4.1098
H 9.0414 -14.5540 3.6972
H 10.0981 -17.9657 4.0196
H 10.0920 -16.2026 4.1310
S 6.0515 -17.8114 0.6627
C 6.3878 -16.1494 0.3963
N 5.5326 -15.4331 -0.4147
C 5.8227 -14.1076 -0.7452
C 7.0101 -13.6083 -0.3435
C 7.8267 -14.4193 0.4306
N 7.4060 -15.5606 0.9553
H 4.6429 -15.9068 -0.6405
H 5.0549 -13.5597 -1.2489
H 7.2801 -12.5913 -0.5752
H 8.7945 -14.0553 0.7205
F 8.1277 -19.6249 2.8760
P 9.6628 -21.2234 4.4090
F 9.7126 -22.0365 3.0222
F 10.4549 -22.1052 5.4431
F 8.2158 -21.8974 4.7055
F 9.2230 -19.9452 5.2968
F 10.8940 -20.3505 3.8728
*
```



DFT (ωB97M-V with the def2-TZVPD basis set) results for C23H21BClF4MnN8O4P as an isolated structure.

orbital gap (spin up / spin down) = 0.298 / 0.277 Ha
energy relative to the best compared isomer or geometry (same formula, charge and spin) = 13.6 kJ/mol

The geometry in ORCA input format:
```
! RIJCOSX wB97M-V def2-TZVPD def2/J DEFGRID3
* xyz 0 2
Mn 0.3816 -0.4440 1.1543
C -2.9139 3.6872 -0.4401
N -2.5501 2.3473 -0.0156
C -3.4235 1.3789 0.4008
C -2.6697 0.3045 0.7701
N -1.3530 0.5975 0.5725
C -1.2976 1.8391 0.1146
P 0.2239 2.8052 -0.0982
C 1.1972 1.5322 -0.9650
N 1.3152 0.2791 -0.5623
C 2.1486 -0.3431 -1.4505
C 2.5329 0.5515 -2.4031
N 1.9218 1.7379 -2.0917
C 2.0872 2.9912 -2.8094
C 0.8962 2.4986 1.5673
N 0.9008 1.3024 2.1231
C 1.4514 1.4281 3.3621
C 1.7814 2.7388 3.5583
N 1.4222 3.4126 2.4185
C 1.6522 4.8228 2.1639
H -3.9707 3.6930 -0.6933
H -2.3419 3.9744 -1.3194
H -2.7376 4.4101 0.3558
H -4.4878 1.5356 0.4017
H -2.9806 -0.6405 1.1836
H 2.4293 -1.3769 -1.3489
H 3.1798 0.4518 -3.2569
H 2.4993 2.7740 -3.7910
H 2.7667 3.6559 -2.2776
H 1.1256 3.4836 -2.9327
H 1.5640 0.5758 4.0085
H 2.2271 3.2460 4.3958
H 1.6062 5.3632 3.1060
H 0.8814 5.2086 1.5010
H 2.6294 4.9820 1.7088
O 3.6384 -5.1849 0.5718
C 2.7110 -5.2145 -0.3648
O 2.6659 -6.0712 -1.2126
C 1.6932 -4.1196 -0.3416
C 0.6302 -3.9978 -1.2166
Cl 0.1208 -4.9916 -2.4908
N -0.0770 -2.8936 -0.8857
N 0.4949 -2.2699 0.1608
C 1.5521 -2.9916 0.4985
C 2.4137 -2.4032 1.5719
O 3.4057 -3.0221 1.9734
O 2.0362 -1.2532 1.9326
C -1.2058 -2.3442 -1.5701
C -2.4688 -2.5202 -1.0377
C -3.5600 -2.0140 -1.7258
C -3.3829 -1.3399 -2.9253
C -2.1070 -1.1761 -3.4507
C -1.0097 -1.6864 -2.7743
H 3.5470 -4.3933 1.1973
H -2.5846 -3.0370 -0.0972
H -4.5554 -2.1529 -1.3217
H -4.2405 -0.9517 -3.4595
H -1.9676 -0.6625 -4.3930
H -0.0078 -1.5779 -3.1696
F -0.4473 -0.8360 3.1136
B -1.5895 -1.7342 3.2501
F -2.6776 -0.9588 3.6304
F -1.2806 -2.7187 4.1561
F -1.8421 -2.2874 1.9694
*
```



Q: What is the formula in the fifth record?
A: C23H20N4O6S3



Q: Number 7 is which compound?
A: C23H21AlClF6N6O5PS2